(1)
Entry from the OMol25 dataset: a 2-piece molecular cluster, C3H10N2O2 overall (ωB97M-V/def2-TZVPD).

Orbital gap in Eh: 0.37981
Electronic energy in a.u.: -380.31835
SMILES: C[C@@H](N)C(N)=O.O
Relative energy (zero: lowest compared OMol25 entry of this formula, charge and spin) in kJ/mol: 48.08
E_LUMO in eV: 0.81

ORCA input file:
```
! RIJCOSX wB97M-V def2-TZVPD def2/J DEFGRID3
* xyz 0 1
C 0.1833 1.3330 -0.9238
C -0.0788 0.6129 0.4067
N -1.0528 1.3184 1.2370
C -0.5885 -0.8164 0.1741
N -1.0314 -1.4957 1.2438
O -0.3741 -1.3846 -0.8941
H -0.6592 1.2267 -1.5980
H 0.9841 0.8162 -1.4403
H 0.3799 2.3730 -0.6873
H 0.8421 0.5274 0.9853
H -1.8805 1.5792 0.7277
H -0.7277 2.1360 1.7199
H -1.2903 -2.4391 1.1392
H -1.3165 -1.0905 2.1194
O 2.5180 -1.3770 -1.2772
H 1.6726 -1.5131 -0.8409
H 2.4197 -1.8066 -2.0914
*
```

(2)
Entry from the OMol25 dataset: C10H10N2S in the gas phase (ωB97M-V/def2-TZVPD).

Orbital gap in Eh: 0.33228
Electronic energy in a.u.: -894.58571
SMILES: CC#C[C@H]1Cc2ccsc2C(N)=N1
Relative energy (zero: lowest compared OMol25 entry of this formula, charge and spin) in kJ/mol: 506.69
E_LUMO in eV: 0.45

ORCA input file:
```
! RIJCOSX wB97M-V def2-TZVPD def2/J DEFGRID3
* xyz 0 1
C 1.9788 -1.1526 -3.4389
C 0.8225 -1.6549 -2.5393
C 0.0477 -1.7410 -1.5571
C -0.9936 -1.8107 -0.3732
C -0.1501 -1.7010 1.0048
C 0.3266 -0.2977 1.1992
C 1.5274 -0.0234 1.9853
C 1.6807 1.3378 2.0122
S 0.3078 2.1771 1.2576
C -0.3424 0.7232 0.6905
C -1.5630 0.4456 -0.1366
N -2.2997 1.5897 -0.6681
N -1.8391 -0.7466 -0.6140
H 1.6117 -1.4751 -4.5984
H 2.2553 0.0185 -3.1538
H 2.9620 -1.8120 -3.2128
H -1.4981 -2.8180 -0.4059
H -0.8299 -1.9368 1.8117
H 0.5993 -2.4518 0.9061
H 2.0412 -0.7661 2.7001
H 2.3649 2.0145 2.5597
H -3.3250 1.1561 -0.7464
H -2.1426 2.5832 -0.0874
*
```

(3)
Entry from the OMol25 dataset: C4H14NO2 as an isolated structure (ωB97M-V/def2-TZVPD).

Orbital gap in Eh: 0.15236
Electronic energy in a.u.: -365.45109
Relative energy (zero: lowest compared OMol25 entry of this formula, charge and spin) in kJ/mol: 996.71
E_LUMO in eV: -10.02

ORCA input file:
```
! RIJCOSX wB97M-V def2-TZVPD def2/J DEFGRID3
* xyz 1 1
C -0.3098 -1.2586 2.1546
C -0.1294 -1.9901 0.7837
C -0.5466 -1.0455 -0.3165
C -1.5799 -1.1186 -1.1703
N -0.2926 1.7798 -2.4781
H -1.3772 -1.2248 2.5154
H 0.0491 -0.1273 2.0075
H 0.2674 -1.6790 2.9804
H -0.6704 -3.0234 0.6131
H 1.0101 -2.0741 0.6047
H 0.0926 -0.1328 -0.2329
H -2.5065 -1.8232 -1.0148
H 0.5076 1.6582 -3.1280
H -0.8364 2.6157 -2.6151
H -0.0017 1.8692 -1.3638
H 2.9811 0.9030 0.2827
H 1.2810 1.2665 0.4977
O 2.1353 0.5774 0.6315
H -1.6802 -0.4806 -2.0932
H 0.2905 2.7275 0.8071
O 0.1192 1.8655 0.4656
*
```

(4)
Entry from the OMol25 dataset: C7H18FNO2P as an isolated structure (ωB97M-V/def2-TZVPD).

Orbital gap in Eh: 0.39073
Electronic energy in a.u.: -923.69263
Relative energy (zero: lowest compared OMol25 entry of this formula, charge and spin) in kJ/mol: 78.40
E_LUMO in eV: -2.43

ORCA input file:
```
! RIJCOSX wB97M-V def2-TZVPD def2/J DEFGRID3
* xyz 1 1
C 2.6539 -2.2608 1.9107
C -3.7370 1.4725 -0.7383
C 0.5974 1.5148 1.2873
C 2.4614 -1.5703 0.5628
C -2.4890 1.7273 0.1594
C 1.0855 -1.7982 0.1238
C 0.5865 -0.5384 -1.2523
N -0.5012 -0.8454 -2.1547
O 0.2274 2.0891 -1.2031
O -1.5808 0.6709 -0.2148
F 0.1736 -1.3764 1.0683
P -0.0793 0.8902 -0.2072
H 3.7315 -2.0055 2.3075
H 2.6914 -3.3754 1.7069
H 1.7999 -1.9247 2.4710
H -4.6089 1.7919 -0.1606
H -3.6344 2.0642 -1.6030
H -3.6687 0.4860 -1.0496
H 0.9624 0.6416 1.7670
H 1.4346 2.0800 1.0812
H -0.2093 2.0599 1.7940
H 3.1310 -1.9334 -0.1606
H 2.6911 -0.5569 0.7218
H -2.8777 1.7020 1.1740
H -1.8819 2.6522 -0.0609
H 0.8563 -2.8662 -0.1802
H 1.5041 -0.3134 -1.8241
H -0.1677 -0.8513 -3.1859
H -0.9380 -1.7512 -2.1169
H -0.2141 2.1249 -2.0239
*
```

(5)
Entry from the OMol25 dataset: C34H34LiN5O5 as an isolated structure (ωB97M-V/def2-TZVPD).

Orbital gap in Eh: 0.15791
Electronic energy in a.u.: -1973.54177
Relative energy (zero: lowest compared OMol25 entry of this formula, charge and spin) in kJ/mol: 0.00
E_LUMO in eV: 4.08

ORCA input file:
```
! RIJCOSX wB97M-V def2-TZVPD def2/J DEFGRID3
* xyz -2 1
Li 1.5875 -0.2769 -0.3907
C 2.1572 -3.4553 -3.0902
C 2.5609 -2.1582 -2.3981
O 1.6185 -1.3558 -2.1541
C 3.9127 -1.9784 -2.0962
C 4.4311 -0.8613 -1.3408
C 5.9288 -0.7513 -1.1700
N 3.6352 0.0014 -0.8036
N 4.2405 1.0508 -0.1063
C 3.3356 1.6681 0.6153
O 2.1051 1.3843 0.7639
C 3.8568 2.8945 1.3338
C 5.2191 3.1538 1.4807
C 5.6604 4.2909 2.1449
C 4.7468 5.1985 2.6731
C 3.3877 4.9463 2.5337
C 2.9510 3.7995 1.8788
H 1.4911 -4.0006 -2.4160
H 3.0125 -4.0874 -3.3411
H 1.5935 -3.2258 -3.9990
H 4.6133 -2.7483 -2.3976
H 6.4442 -1.4766 -1.8029
H 6.2050 -0.9237 -0.1257
H 6.2575 0.2604 -1.4126
H 5.9143 2.4453 1.0488
H 6.7243 4.4748 2.2526
H 5.0910 6.0864 3.1925
H 2.6645 5.6415 2.9463
H 1.8967 3.5672 1.7884
C -3.9989 -2.7491 -0.2471
O -3.7638 -1.3678 -0.4504
C -4.5307 -0.4709 0.2099
C -5.8231 -0.7358 0.6423
C -6.6128 0.2701 1.1899
C -6.0981 1.5508 1.3047
C -4.7856 1.8023 0.9268
C -3.9678 0.8087 0.3953
N -2.6597 1.1135 0.0467
C -1.5160 0.2726 0.0616
N -1.5536 -0.6301 1.0680
C -0.6662 -1.7127 1.3876
C 0.6477 -1.7752 0.9302
C 1.3469 -2.9117 1.3951
C 0.8094 -3.8714 2.2445
C -0.5121 -3.7529 2.6843
C -1.2432 -2.6644 2.2398
O -2.5797 -2.4530 2.6069
C -3.0412 -3.1520 3.7349
N -0.5654 0.4415 -0.7697
C -0.6522 1.4898 -1.6991
C -0.0088 2.6988 -1.4040
C -0.0852 3.7969 -2.2480
C -0.8001 3.6973 -3.4368
C -1.4046 2.4941 -3.7653
C -1.3306 1.3867 -2.9227
O -1.9710 0.2743 -3.3675
C -1.4564 -1.0097 -2.9732
H -3.1419 -3.2636 -0.6736
H -4.9116 -3.0793 -0.7528
H -4.0542 -2.9758 0.8193
H -6.2284 -1.7303 0.5138
H -7.6238 0.0478 1.5092
H -6.7000 2.3499 1.7203
H -4.3566 2.7880 1.0670
H -2.4913 2.0185 -0.3626
H -2.3983 -0.6212 1.6123
H 2.3813 -3.0468 1.0758
H 1.4045 -4.7160 2.5847
H -0.9435 -4.4900 3.3476
H -4.0184 -2.7409 3.9899
H -2.3622 -3.0303 4.5841
H -3.1523 -4.2238 3.5361
H 0.5847 2.7146 -0.4922
H 0.4349 4.7114 -1.9878
H -0.8701 4.5389 -4.1167
H -1.9461 2.3758 -4.6966
H -1.7693 -1.6931 -3.7645
H -1.8888 -1.3275 -2.0251
H -0.3688 -1.0106 -2.8812
*
```

(6)
Entry from the OMol25 dataset: C10H10BrClRu as an isolated structure (ωB97M-V/def2-TZVPD).

Orbital gap (spin up / spin down) in Eh: 0.21357 / 0.20771
Expectation value of S²: 6.042
Electronic energy in a.u.: -3516.01210
Relative energy (zero: lowest compared OMol25 entry of this formula, charge and spin) in kJ/mol: 4.21
E_LUMO (spin up / spin down) in eV: -0.56 / -2.29

ORCA input file:
```
! RIJCOSX wB97M-V def2-TZVPD def2/J DEFGRID3
* xyz 0 5
C 0.9001 -1.5030 2.4513
C 0.9516 -1.9174 1.1023
C -0.3561 -1.6192 0.4565
H 1.7745 -2.3864 0.6028
C -1.2190 -1.2425 1.6024
C -0.4242 -1.1194 2.7550
H -0.7769 -0.8450 3.7434
H 1.6905 -1.7056 3.1827
H -0.7225 -2.1876 -0.3836
H -2.2813 -1.0140 1.4804
Ru 0.1141 0.4185 -0.1152
Cl -1.0973 1.5819 1.3880
C 0.0187 2.3909 -1.3493
C -1.2245 1.7084 -1.5955
C -0.9156 0.4270 -2.1664
H -2.2139 2.1225 -1.4638
C 0.5219 0.3258 -2.2420
C 1.0660 1.5675 -1.8139
H 2.1203 1.8296 -1.8116
H 0.1226 3.3781 -0.9139
H -1.6241 -0.2445 -2.6147
H 1.0670 -0.4502 -2.7551
Br 2.5082 0.4845 0.4600
*
```

Look up the electronic energy of the first one.
-380.31835 a.u.